Entry 1:
Here is an isolated molecule of C21H25N3O3S2 from the Open Molecules 2025 dataset. Energies are from ωB97M-V with the def2-TZVPD basis set.

Each line ends with the Löwdin charge.
Element x y z (Å)
H (2.14356, -3.48372, 2.95196)  0.105
C (-3.48663, 2.08424, 1.04369)  -0.133
H (1.23951, -1.81538, -1.95751)  0.092
H (-5.26636, 1.48932, -0.01348)  0.120
H (-3.47212, 1.15082, 1.60849)  0.117
C (2.12595, -2.40594, 2.96349)  -0.003
H (-1.08452, -1.09942, -2.29095)  0.109
C (0.55352, -1.01870, -3.70182)  -0.232
H (-3.18006, 2.87601, 1.73412)  0.131
C (3.20791, 0.01034, -2.28018)  -0.423
C (2.89077, -1.30020, -3.01725)  -0.292
H (0.97577, -2.30116, 1.16592)  0.126
H (4.25666, 0.27345, -2.40526)  0.071
C (-4.01403, 3.13566, -1.73839)  -0.204
C (2.68762, -0.28915, 3.96186)  0.016
H (-4.58770, 2.42828, -2.34709)  0.119
C (-0.48003, 1.52229, -1.15317)  -0.529
C (-4.82487, 3.53494, -0.50352)  -0.195
H (3.13656, -1.16426, -4.07497)  0.118
C (-4.87982, 2.37731, 0.49115)  -0.190
C (2.03163, 0.37196, 2.94846)  0.003
O (3.42025, -2.23396, 5.02128)  -0.078
C (2.74521, -1.68513, 3.98019)  -0.269
C (3.50310, -3.63686, 5.11018)  -0.085
C (-0.56928, 0.80886, 1.17647)  -0.344
H (3.53278, -2.08979, -2.61370)  0.107
H (-5.83246, 3.82329, -0.80713)  0.109
H (0.62549, 0.07158, -3.57349)  0.089
O (-1.04105, 0.65368, 2.28167)  0.104
H (-5.55615, 2.61965, 1.31209)  0.110
H (4.07814, -3.84037, 6.01201)  0.094
H (-1.57816, -0.96809, -3.99233)  0.115
C (1.46467, -1.73949, 1.94809)  -0.019
C (-2.74045, 2.49607, -1.30753)  -0.466
S (2.94424, -0.16239, -0.48142)  1.038
H (2.57029, 0.83026, -2.60364)  0.058
H (3.16551, 0.25374, 4.76126)  0.121
C (-2.48971, 2.00785, -0.06606)  -0.202
S (-1.39623, 2.28090, -2.40732)  1.106
H (1.98096, 1.44975, 2.93966)  0.129
H (4.02223, -4.06404, 4.24640)  0.096
C (1.42432, -0.35562, 1.93352)  -0.295
C (-1.18585, 1.44175, 0.03830)  -0.102
O (-1.03852, -2.83515, -3.28323)  -0.062
C (1.31811, 0.47249, -0.32791)  -0.564
N (0.76804, 1.05792, -1.34312)  0.044
H (-4.35567, 4.39688, -0.02489)  0.119
N (1.53031, -1.76469, -2.92917)  -0.074
N (0.73000, 0.32411, 0.88662)  0.052
H (-3.80732, 4.00762, -2.36324)  0.110
H (-0.58703, -3.21225, -4.04631)  0.087
H (2.51227, -4.09230, 5.20296)  0.097
C (-0.85988, -1.44235, -3.30555)  -0.272
H (0.72853, -1.25062, -4.76017)  0.121

The relative energy (zero: lowest compared OMol25 entry of this formula, charge and spin) is 22.8 kcal per mole. The calculation puts the molecular weight at 431.58 g/mol. The total energy comes out at -54466.7320 eV. The calculation puts the HOMO-LUMO gap at 8.441 eV. As for the SMILES: COc1ccc(-n2c(SCCNCCO)nc3sc4c(c3c2=O)CCCC4)cc1. The LUMO energy comes out at 0.02221 Ha. For the HOMO energy, the calculation gives -7.837 eV.

Entry 2:
Here is an isolated molecule of C2H4FNO from the Open Molecules 2025 dataset. Energies are from ωB97M-V with the def2-TZVPD basis set.

Each line ends with the Löwdin charge.
Element x y z (Å)
F (-1.80219, 0.03455, -0.11625)  -0.119
O (1.77273, -0.68693, -0.05684)  0.072
H (-0.86866, -1.34905, 0.96873)  0.103
C (0.76205, -0.02790, -0.03278)  -0.590
H (1.23475, 1.89984, -0.34728)  0.199
C (-0.59302, -0.80327, 0.11843)  -0.022
H (-0.54653, 1.25270, -0.02684)  0.084
N (0.46241, 1.24499, 0.14557)  0.151
H (-0.42154, -1.56493, -0.65274)  0.121

The relative energy (zero: lowest compared OMol25 entry of this formula, charge and spin) is 28.3 kcal per mole. The calculation puts the molecular weight at 77.06 g/mol. The total energy comes out at -8393.0223 eV. The calculation puts the HOMO-LUMO gap at 11.204 eV. As for the SMILES: NC(=O)CF. The LUMO energy comes out at 0.03123 Ha. For the HOMO energy, the calculation gives -10.355 eV.

Entry 3:
Here is an isolated molecule of C6H13N from the Open Molecules 2025 dataset. Energies are from ωB97M-V with the def2-TZVPD basis set.

Each line ends with the Löwdin charge.
Element x y z (Å)
H (-2.16190, -0.16422, -0.47065)  0.112
H (-1.98268, -1.91423, 1.06913)  0.067
C (-0.18021, 0.18179, -0.54303)  -0.292
C (-1.29963, -0.80562, -0.69617)  -0.228
H (-1.48781, -1.04687, -1.74286)  0.105
H (0.64879, 0.01940, -2.46816)  0.107
H (0.93233, 0.04074, 2.61319)  0.060
H (1.98418, 1.13466, 1.67892)  0.065
N (1.54163, 1.65184, -1.50713)  0.035
H (-0.34547, -2.28131, 0.59399)  0.072
C (1.18390, 0.39683, 1.62372)  -0.093
H (-0.05929, 1.91735, 0.68200)  0.104
C (0.62710, 0.56569, -1.52838)  -0.171
H (-0.94147, 0.55915, 1.43360)  0.100
H (1.57121, -0.49206, 1.12605)  0.070
C (-0.07762, 0.83255, 0.82799)  -0.205
H (1.30925, 2.47792, -2.03328)  0.074
C (-1.33642, -2.03802, 0.20245)  -0.094
H (1.80224, 1.87332, -0.55605)  0.050
H (-1.72815, -2.90892, -0.30535)  0.062

The relative energy (zero: lowest compared OMol25 entry of this formula, charge and spin) is 16.9 kcal per mole. The calculation puts the molecular weight at 99.18 g/mol. The total energy comes out at -7922.0999 eV. The calculation puts the HOMO-LUMO gap at 9.238 eV. As for the SMILES: CCC(=CN)CC. The LUMO energy comes out at 0.03936 Ha. For the HOMO energy, the calculation gives -8.167 eV.

Entry 4:
Here is an isolated molecule of C5H7NO from the Open Molecules 2025 dataset. Energies are from ωB97M-V with the def2-TZVPD basis set.

Each line ends with the Löwdin charge.
Element x y z (Å)
C (0.01535, 0.15607, -0.98941)  -0.184
H (-0.07005, -1.94939, 1.79029)  0.067
H (0.02065, -0.68055, 3.13778)  0.057
C (1.13779, -0.45229, -0.16519)  -0.171
H (0.01559, -1.20912, -2.76390)  0.125
H (1.15172, -1.54004, -0.31058)  0.122
N (-0.46459, -0.45736, -2.28029)  0.150
H (-0.01103, 1.24470, -1.01223)  0.139
C (-1.19718, -0.65162, -1.14945)  -0.455
H (2.10884, -0.06180, -0.49503)  0.113
C (0.88476, -0.13549, 1.28849)  -0.184
H (1.17314, 0.85842, 1.63012)  0.101
C (0.25615, -0.96323, 2.11593)  0.013
O (-2.11333, -1.27281, -0.68642)  0.108

The relative energy (zero: lowest compared OMol25 entry of this formula, charge and spin) is 53.4 kcal per mole. The calculation puts the molecular weight at 97.12 g/mol. The total energy comes out at -8833.8883 eV. The calculation puts the HOMO-LUMO gap at 10.607 eV. As for the SMILES: C=CC[C@H]1NC1=O. The LUMO energy comes out at 0.03759 Ha. For the HOMO energy, the calculation gives -9.584 eV.